Record 1
83
Properties=species:S:1:pos:R:3:mulliken_charge:R:1 method="wB97M-V/def2-TZVPD" charge=+4 e_tot_ev=-151065.98491 multiplicity=1 homo_energy_ha="-0.69314 / -0.69323" gap_ev="3.3 / 3.4" e_lumo_ev="-15.523 / -15.511" de_lowest_kj_mol=0.0
C 3.171 4.903 -1.187 -0.39
C 2.051 4.228 -1.664 0.17
C 1.884 3.936 -3.035 -0.37
C 2.836 4.495 -3.910 -0.40
N 3.867 5.226 -3.448 -0.44
C 4.027 5.442 -2.139 -0.49
C 1.014 3.800 -0.748 -0.42
C 0.038 3.546 -0.039 0.56
C -1.087 2.789 0.474 0.17
C -0.892 1.863 1.530 -0.04
C -1.979 0.954 1.802 -0.92
C -2.821 0.901 0.672 0.84
C -3.298 1.947 -0.082 -0.50
C -2.379 3.008 -0.059 -0.90
Ti -1.723 -0.779 0.836 0.19
P 1.002 -0.585 -0.327 0.84
H 1.035 3.352 -3.423 0.46
H 3.308 5.016 -0.127 0.52
H 2.737 4.311 -4.989 0.39
H 4.870 6.034 -1.814 0.43
H -2.618 3.984 -0.521 0.56
H -0.036 1.946 2.188 1.35
H -4.276 1.937 -0.514 0.65
H -2.209 0.560 2.795 0.43
C 1.828 -2.271 -0.247 -0.68
C 3.137 -2.556 -0.990 -1.54
H 1.047 -2.957 -0.609 0.50
H 1.954 -2.479 0.827 0.61
H 3.425 -3.602 -0.825 0.45
H 3.053 -2.430 -2.075 0.32
H 3.979 -1.955 -0.627 0.33
C 1.352 -0.035 -2.089 0.05
C 2.755 0.419 -2.531 -1.46
H 0.655 0.810 -2.214 0.27
H 1.012 -0.854 -2.742 0.25
H 2.759 0.562 -3.622 0.45
H 3.031 1.392 -2.101 0.21
H 3.550 -0.312 -2.318 0.32
C 2.125 0.558 0.619 0.59
C 3.639 0.288 0.662 -1.63
H 1.745 0.528 1.648 0.20
H 1.917 1.572 0.239 -0.43
H 4.131 1.041 1.296 0.48
H 3.872 -0.690 1.103 0.37
H 4.127 0.358 -0.321 0.31
Br -4.096 -1.117 0.842 -0.17
P -1.957 -1.865 -1.829 1.46
C -0.808 -2.715 -2.973 -0.44
C -1.313 -4.041 -3.533 -1.40
H 0.135 -2.871 -2.423 0.25
H -0.600 -2.014 -3.796 0.60
H -0.516 -4.477 -4.146 0.44
H -1.549 -4.772 -2.751 0.32
H -2.190 -3.927 -4.184 0.30
C -2.965 -3.201 -1.092 -0.64
C -4.303 -3.478 -1.748 -1.63
H -3.205 -2.907 -0.044 0.37
H -2.354 -4.103 -0.991 0.61
H -4.893 -4.127 -1.091 0.47
H -4.901 -2.577 -1.910 0.35
H -4.205 -4.008 -2.700 0.33
C -2.930 -0.730 -2.878 -0.75
C -3.356 -1.225 -4.260 -1.33
H -2.274 0.146 -3.012 0.45
H -3.790 -0.372 -2.294 0.35
H -3.951 -0.437 -4.738 0.43
H -2.490 -1.411 -4.907 0.37
H -3.988 -2.121 -4.238 0.28
N -0.431 0.496 6.980 -0.39
C -0.465 0.693 5.630 0.35
O -0.876 1.687 5.058 -0.54
C -0.035 -0.508 4.865 -0.15
C -0.080 -1.854 5.253 -0.31
C -0.075 -2.827 4.236 -1.07
C -0.293 -2.464 2.899 -0.43
N -0.411 -1.132 2.588 0.42
C 0.108 -0.246 3.493 0.43
H -0.660 1.321 7.514 0.29
H 0.183 -0.173 7.399 0.22
H -0.108 -2.116 6.313 0.46
H -0.004 -3.892 4.471 0.46
H -0.341 -3.185 2.058 0.48
H 0.591 0.669 3.111 0.08

Record 2
90
Properties=species:S:1:pos:R:3:mulliken_charge:R:1 method="wB97M-V/def2-TZVPD" charge=0 e_tot_ev=-109697.19692 multiplicity=1 homo_energy_ha=-0.27314 gap_ev=7.8 e_lumo_ev=0.396 de_lowest_kj_mol=0.0
Pt 0.002 0.043 0.494 0.76
C -2.698 5.578 4.064 -2.14
C -3.694 4.420 3.995 2.17
C -3.889 3.868 5.414 -1.60
C -5.030 4.966 3.474 -1.70
C -3.202 3.300 3.080 -0.96
C -1.991 3.338 2.419 -1.02
C -1.594 2.259 1.637 0.29
Se 0.006 2.368 0.567 -0.09
C 1.574 2.249 1.678 0.43
C 1.917 3.302 2.511 -0.82
C 3.116 3.278 3.198 -1.00
C 3.960 2.199 2.930 -0.05
C 3.681 1.154 2.058 -0.50
C 2.406 1.135 1.442 1.81
O 2.015 0.116 0.673 -1.27
C 4.792 0.102 1.869 2.17
C 6.090 0.818 1.456 -1.71
C 4.525 -0.960 0.795 -1.78
C 5.016 -0.633 3.199 -1.72
C 3.543 4.358 4.188 2.04
C 3.747 3.724 5.572 -1.65
C 4.859 4.996 3.724 -1.72
C 2.493 5.462 4.316 -2.21
C -2.388 1.121 1.432 1.59
O -2.002 0.105 0.655 -1.16
C -3.647 1.083 2.089 -0.41
C -3.994 2.161 2.885 0.10
C -4.573 -0.125 1.928 2.16
C -4.946 -0.304 0.448 -1.63
C -5.877 0.037 2.713 -2.25
C -3.876 -1.389 2.454 -0.94
H -3.086 6.356 4.723 0.44
H -2.532 6.026 3.081 0.40
H -1.733 5.256 4.463 0.38
H -4.232 4.658 6.085 0.46
H -2.952 3.467 5.804 0.36
H -4.630 3.067 5.432 0.32
H -5.383 5.777 4.115 0.46
H -5.801 4.194 3.458 0.32
H -4.921 5.352 2.459 0.36
H -1.337 4.197 2.498 0.38
H 1.228 4.131 2.619 0.35
H 4.918 2.180 3.435 0.31
H 5.953 1.341 0.508 0.40
H 6.891 0.087 1.330 0.45
H 6.419 1.547 2.197 0.31
H 4.275 -0.521 -0.168 0.47
H 3.715 -1.625 1.086 -0.12
H 5.428 -1.566 0.682 0.52
H 5.328 0.046 3.993 0.34
H 5.792 -1.394 3.082 0.47
H 4.097 -1.127 3.522 0.29
H 4.522 2.956 5.547 0.32
H 2.824 3.259 5.922 0.36
H 4.048 4.483 6.298 0.47
H 5.666 4.263 3.675 0.33
H 5.165 5.783 4.417 0.46
H 4.746 5.437 2.731 0.36
H 1.540 5.070 4.678 0.42
H 2.319 5.965 3.363 0.39
H 2.836 6.212 5.030 0.44
H -4.947 2.128 3.394 0.35
H -5.478 0.577 0.082 0.36
H -5.604 -1.169 0.333 0.45
H -4.062 -0.451 -0.168 0.27
H -6.452 0.901 2.375 0.42
H -5.699 0.135 3.786 0.41
H -6.493 -0.851 2.561 0.44
H -2.949 -1.575 1.916 -0.29
H -4.534 -2.254 2.335 0.48
H -3.641 -1.283 3.515 0.33
C 2.367 -4.153 2.565 -1.65
C 1.342 -3.895 1.463 1.72
C 2.002 -4.096 0.094 -1.49
C 0.149 -4.831 1.627 -1.90
N 0.890 -2.508 1.678 -0.29
N -0.044 -2.033 0.703 -0.21
H 2.613 -5.214 2.612 0.47
H 1.966 -3.843 3.531 0.40
H 3.291 -3.601 2.381 0.29
H 2.438 -5.094 0.028 0.46
H 2.800 -3.366 -0.059 0.22
H 1.292 -4.013 -0.734 0.46
H 0.478 -5.869 1.581 0.47
H -0.592 -4.691 0.836 0.36
H -0.335 -4.662 2.590 0.42
H 1.672 -1.859 1.628 0.19
H -0.986 -2.268 1.005 0.04
H 0.113 -2.453 -0.212 0.38

Record 3
13
Properties=species:S:1:pos:R:3:mulliken_charge:R:1 method="wB97M-V/def2-TZVPD" charge=+1 e_tot_ev=-7228.73005 multiplicity=1 homo_energy_ha="-0.54035 / -0.53475" gap_ev="8.8 / 8.7" e_lumo_ev="-5.855 / -5.888" de_lowest_kj_mol=676.2
C 1.795 0.649 -0.388 -0.06
C -0.970 -0.731 -0.129 -0.65
C -1.213 0.830 -0.220 -0.33
C 0.165 -0.228 0.831 0.31
N -0.009 1.199 0.476 -0.38
N 1.481 -0.427 0.252 -0.12
H 2.354 0.975 -1.295 0.33
H -1.699 -1.453 0.318 0.33
H -0.461 -1.284 -0.994 0.27
H -1.446 1.246 -1.170 0.34
H -1.914 1.168 0.501 0.28
H 0.084 -0.541 1.913 0.35
H 1.833 -1.403 -0.095 0.34

- Among the records above, which one has the lowest charge?
  C32H52N2O2PtSe

- Among the records above, which one has the lowest charge?
  C32H52N2O2PtSe

- What is the charge in the third record?
  +1